# C11H29BIO6PS

A cluster of 3 separate species, C11H29BIO6PS in total at a distorted geometry (wB97M-V/def2-TZVPD, the Open Molecules 2025 dataset).

Positions of all 50 atoms, in Å:
C  0.26  2.33  2.91
C  -0.25  3.50  1.98
C  -1.16  4.43  2.87
I  -0.49  6.50  2.52
B  -2.72  4.43  2.50
P  -3.79  2.92  1.99
O  -4.62  3.34  0.60
O  -5.01  2.79  3.16
S  -2.88  1.22  1.92
H  -0.59  1.98  3.52
H  1.02  2.70  3.63
H  0.67  1.49  2.33
H  -0.76  3.11  1.09
H  0.64  4.06  1.62
H  -1.03  4.22  3.95
H  -3.29  5.47  2.58
H  -4.04  3.77  -0.04
H  -4.69  3.20  3.97
C  1.92  0.20  -3.84
O  1.92  -0.63  -2.68
C  2.58  -0.01  -1.58
C  1.58  0.56  -0.58
O  0.86  1.65  -1.14
C  -0.45  1.29  -1.56
H  1.22  -0.23  -4.55
H  1.61  1.22  -3.61
H  2.92  0.21  -4.29
H  3.27  0.76  -1.92
H  3.16  -0.79  -1.08
H  2.13  0.94  0.28
H  0.90  -0.22  -0.23
H  -1.09  1.14  -0.69
H  -0.44  0.38  -2.16
H  -0.85  2.10  -2.16
C  0.35  -6.31  -0.77
O  0.46  -5.34  -1.80
C  -0.39  -4.22  -1.59
C  0.37  -3.03  -1.04
O  0.84  -3.29  0.28
C  2.22  -3.62  0.31
H  1.18  -7.01  -0.88
H  0.39  -5.86  0.22
H  -0.59  -6.86  -0.88
H  -1.23  -4.49  -0.94
H  -0.81  -3.95  -2.57
H  -0.31  -2.18  -0.98
H  1.20  -2.76  -1.70
H  2.83  -2.72  0.14
H  2.48  -4.38  -0.43
H  2.45  -4.00  1.30

Summary:
HOMO energy ... -9.08 eV
Strongest force on any atom ... 2.36 eV Å⁻¹
Gap between HOMO and LUMO ... 7.48 eV

Formally, the Löwdin partial charges of the atoms, in units of the elementary charge, are as follows: -0.125 -0.353 -0.674 0.812 -0.312 0.268 -0.222 -0.235 0.334 0.042 0.080 0.062 0.069 0.063 0.082 0.024 0.063 0.053 -0.102 -0.209 -0.192 -0.198 -0.194 -0.104 0.091 0.084 0.089 0.127 0.110 0.122 0.116 0.055 0.082 0.090 -0.113 -0.189 -0.195 -0.201 -0.189 -0.103 0.088 0.083 0.088 0.126 0.125 0.118 0.113 0.072 0.088 0.090

***

# C11H30BeOP2

A structure of composition C11H30BeOP2 at a distorted geometry (wB97M-V/def2-TZVPD, the Open Molecules 2025 dataset).

Positions of all 45 atoms, in Å:
Be  1.24  0.02  0.70
H  -3.74  -0.39  0.99
H  -3.74  0.36  0.96
P  0.18  -1.85  -0.08
P  0.00  2.30  -0.61
C  1.46  3.27  -0.24
H  1.30  4.23  -0.76
H  1.54  3.44  0.84
H  2.37  2.80  -0.65
C  -0.30  2.41  -2.37
H  -1.27  1.97  -2.63
H  -0.32  3.49  -2.55
H  0.50  1.96  -2.96
C  -1.42  3.01  0.17
H  -1.22  3.21  1.22
H  -1.61  3.96  -0.34
H  -2.31  2.38  0.07
C  -0.03  -2.10  -1.89
H  -0.09  -3.17  -2.13
H  -0.95  -1.61  -2.24
H  0.82  -1.67  -2.45
C  1.34  -3.25  0.18
H  1.49  -3.39  1.26
H  0.91  -4.17  -0.25
H  2.31  -3.04  -0.28
C  -1.34  -2.73  0.46
H  -2.23  -2.24  0.05
H  -1.34  -3.78  0.15
H  -1.42  -2.69  1.55
C  2.92  -0.12  0.42
O  4.03  -0.46  0.38
H  0.17  0.87  -0.20
C  0.90  0.77  4.64
C  0.42  0.01  3.40
C  -1.01  -0.44  3.73
C  0.59  0.81  2.14
H  0.26  1.65  4.77
H  1.92  1.16  4.52
H  0.85  0.16  5.54
H  1.02  -0.90  3.31
H  -1.65  0.44  3.93
H  -1.51  -1.02  2.95
H  -1.03  -1.06  4.64
H  -0.37  1.25  1.89
H  1.28  1.67  2.31

Summary:
HOMO energy (spin up / spin down) ... -4.06 / -3.79 eV
Strongest force on any atom ... 1.89 eV Å⁻¹
Gap between HOMO and LUMO (spin up / spin down) ... 4.46 / 4.22 eV

Formally, the Löwdin partial charges of the atoms, in units of the elementary charge, are as follows: -0.217 0.024 0.022 0.833 0.782 -0.216 0.057 0.055 0.047 -0.231 0.056 0.050 0.051 -0.253 0.054 0.045 0.041 -0.284 0.043 0.032 0.034 -0.290 0.047 0.037 0.045 -0.272 0.021 0.051 0.024 -0.194 -0.024 -0.054 -0.106 -0.517 -0.097 -0.274 0.076 0.071 0.072 0.105 0.076 0.037 0.079 0.011 0.051

***

# C11H30ClI2N2P2STl

A structure of composition C11H30ClI2N2P2STl at a distorted geometry (wB97M-V/def2-TZVPD, the Open Molecules 2025 dataset).

Positions of all 50 atoms, in Å:
I  0.27  2.59  -0.26
I  -0.26  -2.60  -0.58
Tl  -0.04  0.28  -4.66
P  -2.32  0.05  -2.44
C  -3.16  0.08  -0.80
C  -3.32  1.36  -3.26
H  -4.38  1.07  -3.26
H  -4.27  -1.20  -3.22
H  -2.97  1.50  -4.29
H  -2.79  -1.62  -4.15
H  -2.82  0.96  -0.24
H  -3.19  2.30  -2.70
C  -3.19  -1.41  -3.15
H  -4.25  0.13  -0.95
H  -3.00  -2.28  -2.51
H  -2.89  -0.81  -0.23
P  2.32  0.07  -2.43
C  3.18  0.10  -0.80
C  3.18  -1.39  -3.15
H  2.95  1.52  -4.29
H  4.38  1.08  -3.27
H  3.19  2.32  -2.70
C  3.32  1.38  -3.26
H  2.79  -1.59  -4.15
H  4.26  -1.19  -3.20
H  4.26  0.04  -0.96
H  2.83  -0.74  -0.19
H  2.99  -2.26  -2.51
H  2.91  1.03  -0.28
Cl  0.02  -0.54  -7.06
C  0.96  2.20  4.75
C  -0.13  1.59  3.89
N  0.47  1.05  2.64
C  0.00  -0.03  2.01
S  0.02  -0.04  0.28
N  -0.46  -1.11  2.66
C  0.13  -1.61  3.93
C  -0.96  -2.21  4.79
H  1.78  1.49  4.89
H  0.56  2.48  5.72
H  1.35  3.11  4.28
H  -0.64  0.76  4.39
H  -0.88  2.34  3.62
H  0.70  1.81  1.97
H  -0.74  -1.87  2.02
H  0.89  -2.36  3.67
H  0.64  -0.77  4.42
H  -1.35  -3.12  4.32
H  -0.55  -2.48  5.77
H  -1.78  -1.50  4.92

Summary:
Net charge ... +2
HOMO energy (spin up / spin down) ... -13.98 / -13.98 eV
Energy relative to the best compared isomer or geometry (same formula, charge and spin) ... 181.1 kJ/mol
Strongest force on any atom ... 2.36 eV Å⁻¹
Gap between HOMO and LUMO (spin up / spin down) ... 3.36 / 3.36 eV

Formally, the Löwdin partial charges of the atoms, in units of the elementary charge, are as follows: 0.483 0.418 0.639 0.719 -0.282 -0.276 0.066 0.068 0.034 0.045 0.025 0.059 -0.271 0.077 0.028 0.010 0.722 -0.291 -0.265 0.036 0.066 0.051 -0.275 0.044 0.067 0.076 0.026 0.048 -0.001 -0.114 -0.067 -0.203 -0.009 -0.698 0.197 0.020 -0.205 -0.067 0.084 0.093 0.086 0.104 0.135 -0.044 0.036 0.136 0.105 0.087 0.094 0.084

***

# C11H30ClInMnSi2

A structure of composition C11H30ClInMnSi2 at a distorted geometry (wB97M-V/def2-TZVPD, the Open Molecules 2025 dataset).

Positions of all 46 atoms, in Å:
In  -0.49  0.79  0.66
Cl  -0.97  2.82  -0.46
C  -2.38  -0.26  0.79
H  -2.37  -0.87  1.70
H  -2.45  -0.88  -0.11
H  -3.18  0.48  0.81
Mn  0.96  -0.75  -3.39
C  2.33  0.60  -3.17
C  -0.57  0.07  -4.18
C  0.93  -2.51  -2.83
H  -1.25  -0.77  -4.38
H  -0.92  0.79  -3.42
H  -0.13  0.53  -5.07
H  3.22  0.05  -2.83
H  2.37  0.98  -4.20
H  1.89  1.30  -2.44
H  -0.08  -2.96  -2.72
H  1.71  -2.94  -2.15
C  2.49  1.77  4.30
Si  1.35  1.79  2.82
C  -0.39  2.05  3.55
C  1.84  3.25  1.76
C  1.40  0.26  1.73
Si  1.55  -1.40  2.56
C  0.14  -1.65  3.78
C  1.50  -2.79  1.30
C  3.14  -1.64  3.54
H  2.34  2.71  4.86
H  3.54  1.74  4.00
H  2.30  0.94  4.99
H  -0.32  2.96  4.17
H  -1.19  2.23  2.80
H  -0.70  1.21  4.19
H  2.91  3.20  1.51
H  1.27  3.30  0.82
H  1.65  4.19  2.30
H  2.14  0.37  0.93
H  -0.84  -1.68  3.27
H  0.28  -2.62  4.28
H  0.10  -0.87  4.55
H  2.37  -2.77  0.64
H  1.51  -3.76  1.82
H  0.60  -2.75  0.67
H  4.02  -1.65  2.88
H  3.31  -0.88  4.31
H  3.11  -2.61  4.04

Summary:
Net charge ... -2
<S²> ... 8.8850
2S+1 ... 6
HOMO energy (spin up / spin down) ... 2.48 / -0.43 eV
Strongest force on any atom ... 1.97 eV Å⁻¹
Gap between HOMO and LUMO (spin up / spin down) ... 2.50 / 5.19 eV

Formally, the Löwdin partial charges of the atoms, in units of the elementary charge, are as follows: 0.188 -0.071 -0.265 -0.053 -0.028 -0.038 0.426 -0.280 -0.293 -0.361 -0.016 -0.018 -0.032 -0.021 -0.029 -0.029 -0.142 -0.145 -0.231 0.296 -0.209 -0.216 -0.465 0.353 -0.200 -0.192 -0.213 0.016 0.026 0.010 0.023 0.009 0.017 0.029 -0.041 0.022 0.006 0.014 0.022 0.011 0.031 0.022 0.028 0.024 -0.002 0.017

***

# C11H31B2O4V

A structure of composition C11H31B2O4V at a distorted geometry (wB97M-V/def2-TZVPD, the Open Molecules 2025 dataset).

Positions of all 49 atoms, in Å:
V  5.52  -19.75  26.79
B  7.80  -19.94  27.65
H  7.14  -19.35  28.45
H  8.10  -19.21  26.73
H  8.81  -20.37  28.18
H  7.15  -20.85  27.21
B  6.04  -18.93  24.59
H  5.86  -18.20  25.52
H  7.14  -19.43  24.66
H  5.18  -19.76  24.68
H  5.90  -18.39  23.52
C  3.30  -21.52  30.31
C  3.31  -20.90  28.90
O  4.54  -20.51  28.53
H  2.43  -22.13  30.54
H  3.42  -20.72  31.06
H  4.22  -22.09  30.45
H  2.57  -20.06  28.90
H  2.86  -21.68  28.23
C  3.08  -22.70  25.31
C  4.59  -22.63  25.27
O  5.19  -21.81  25.91
C  5.33  -23.63  24.42
H  2.67  -22.26  24.40
H  2.76  -22.12  26.18
H  2.73  -23.72  25.46
H  6.38  -23.36  24.39
H  4.86  -23.67  23.44
H  5.18  -24.63  24.84
C  4.55  -15.55  27.36
C  4.71  -16.82  28.16
O  5.59  -17.61  27.92
C  3.79  -17.06  29.34
H  3.53  -15.51  26.95
H  5.22  -15.59  26.50
H  4.74  -14.66  27.96
H  3.02  -17.77  29.03
H  3.28  -16.14  29.64
H  4.38  -17.48  30.15
C  1.58  -17.21  26.22
C  2.63  -18.09  25.61
O  3.39  -18.72  26.33
C  2.70  -18.20  24.12
H  1.75  -17.12  27.29
H  0.59  -17.63  26.07
H  1.63  -16.22  25.74
H  1.72  -18.40  23.67
H  3.42  -18.95  23.83
H  3.06  -17.27  23.66

Summary:
Net charge ... -1
<S²> ... 3.7549
2S+1 ... 4
HOMO energy (spin up / spin down) ... -3.01 / -4.31 eV
Strongest force on any atom ... 2.24 eV Å⁻¹
Gap between HOMO and LUMO (spin up / spin down) ... 5.54 / 6.83 eV

Formally, the Löwdin partial charges of the atoms, in units of the elementary charge, are as follows: 0.699 -0.430 -0.044 -0.033 -0.038 -0.040 -0.436 -0.033 -0.014 -0.057 -0.019 -0.116 -0.525 -0.330 0.049 0.055 0.066 0.079 0.076 -0.001 -0.451 0.013 -0.004 0.087 0.061 0.081 0.092 0.084 0.085 -0.002 -0.470 0.022 -0.002 0.063 0.091 0.083 0.063 0.074 0.095 -0.015 -0.449 0.030 -0.014 0.067 0.089 0.084 0.085 0.055 0.099

***

Number 4 is which compound? C11H30ClInMnSi2